1.
Below is a structure of composition C26H36N3O4SSe2SiTm, with properties calculated with wB97M-V/def2-TZVPD.

Geometry as XYZ:
```
74
Properties=species:S:1:pos:R:3:lowdin_charge:R:1
Tm -0.596 1.663 0.359 1.29
C -0.727 1.850 3.978 -0.15
C -2.124 1.590 3.423 -0.12
O -2.072 0.943 2.111 -0.27
C -2.608 -0.395 2.020 -0.12
C -1.577 -1.261 1.355 -0.09
O -1.186 -0.482 0.147 -0.32
C -0.262 -1.336 -0.652 -0.14
C 0.997 -0.657 -1.131 -0.77
O 1.359 0.626 1.179 -0.26
C 2.318 1.317 2.007 -0.12
C 1.538 1.606 3.327 -0.11
O 0.203 1.862 2.917 -0.22
H -0.560 1.032 4.654 0.13
H -0.750 2.724 4.574 0.13
H -2.674 2.539 3.311 0.09
H -2.700 0.955 4.143 0.15
H -3.515 -0.347 1.402 0.14
H -2.817 -0.732 3.054 0.15
H -1.939 -2.223 0.989 0.15
H -0.752 -1.339 2.053 0.14
H -0.837 -1.611 -1.544 0.14
H -0.068 -2.281 -0.079 0.15
H 1.164 -1.714 -3.018 0.09
H 2.704 -1.135 -2.229 0.15
H 2.559 2.307 1.541 0.10
H 3.219 0.726 2.163 0.12
H 1.936 2.466 3.863 0.14
H 1.623 0.682 3.957 0.15
C 0.686 -5.730 -1.673 -0.20
Si 1.390 -4.531 -2.938 0.56
C 2.846 -5.428 -3.615 -0.18
C 0.262 -3.900 -4.406 -0.18
C 1.751 -3.097 -1.714 -0.24
C 2.372 -3.488 -0.557 -0.13
C 2.870 -2.612 0.478 -0.02
C 2.863 -1.211 0.528 -0.12
N 1.950 -0.401 0.032 -0.02
C 1.716 -1.622 -2.096 -0.17
S 0.774 0.994 -1.871 0.61
H 0.516 -5.218 -0.689 0.02
H 1.232 -6.665 -1.374 0.06
H -0.355 -5.966 -2.061 0.05
H 3.194 -5.309 -4.638 0.03
H 2.833 -6.487 -3.269 0.05
H 3.734 -5.096 -3.012 0.05
H -0.271 -4.840 -4.829 0.07
H 0.799 -3.356 -5.177 0.02
H -0.500 -3.141 -4.040 0.02
H 2.449 -4.543 -0.281 0.10
H 3.410 -3.118 1.267 0.10
H 3.694 -0.736 1.075 0.12
Se -2.054 4.466 1.289 0.88
Se -2.495 4.660 -1.242 0.90
C -3.300 2.944 -1.043 -0.76
C -4.666 2.769 -1.003 -0.08
C -5.198 1.521 -1.322 0.01
C -4.310 0.483 -1.790 0.02
C -2.963 0.796 -1.738 -0.15
N -2.566 1.845 -1.082 -0.10
C -0.228 4.669 1.055 -0.75
C 0.295 5.925 1.417 -0.10
C 1.635 6.121 1.424 -0.01
C 2.463 5.080 0.898 0.01
C 1.871 3.972 0.287 -0.10
N 0.542 3.738 0.508 -0.10
H -5.270 3.614 -0.694 0.12
H -6.242 1.349 -1.128 0.12
H -4.725 -0.360 -2.311 0.12
H -2.253 0.179 -2.260 0.11
H -0.455 6.679 1.692 0.12
H 1.991 7.139 1.678 0.14
H 3.548 5.188 0.856 0.13
H 2.308 3.351 -0.504 0.12
```

Its HOMO-LUMO gap (spin up / spin down) is 4.901 / 4.929 eV. Its net charge is +2. The value obtained for the HOMO energy (spin up / spin down) is -0.44888 / -0.44999 Ha. The total energy comes out at -8052.67799 Ha. Its spin multiplicity is 3.


2.
Below is a cluster of 6 separate species, C26H36N4O6 in total, with properties calculated with wB97M-V/def2-TZVPD.

Geometry as XYZ:
```
72
Properties=species:S:1:pos:R:3:lowdin_charge:R:1
N 0.463 3.625 -0.737 0.01
C 0.348 4.467 0.303 -0.18
C 1.452 5.291 0.351 -0.11
C 2.203 5.030 -0.823 -0.12
C 1.562 3.991 -1.510 -0.12
H -0.238 2.929 -0.947 0.08
H -0.446 4.305 1.018 0.09
H 1.813 5.910 1.159 0.09
H 3.170 5.407 -1.121 0.09
H 1.885 3.455 -2.391 0.10
N -1.902 0.217 5.315 0.01
C -0.948 -0.653 5.705 -0.19
C -1.498 -1.846 5.958 -0.11
C -2.868 -1.725 5.626 -0.11
C -3.092 -0.446 5.182 -0.15
H -1.680 1.187 5.137 0.15
H 0.066 -0.330 5.890 0.11
H -0.963 -2.714 6.314 0.10
H -3.628 -2.480 5.765 0.09
H -3.984 0.091 4.895 0.10
C 5.684 -2.934 -2.654 -0.07
C 5.351 -1.659 -3.392 -0.20
O 3.922 -1.375 -3.456 0.00
C 3.256 -0.758 -2.442 -0.49
O 3.830 -0.044 -1.593 0.08
O 1.914 -1.052 -2.527 -0.02
C 0.895 -0.249 -1.880 -0.03
H 5.299 -3.801 -3.192 0.08
H 5.323 -3.042 -1.631 0.08
H 6.763 -3.090 -2.686 0.08
H 5.565 -1.789 -4.453 0.12
H 5.922 -0.789 -3.069 0.12
H 0.915 0.742 -2.331 0.09
H 1.045 -0.140 -0.805 0.07
H -0.060 -0.743 -2.064 0.08
C 0.359 -1.436 1.544 -0.03
C 0.968 -0.981 2.909 -0.20
O 1.974 -0.052 2.655 0.00
C 2.629 0.677 3.562 -0.46
O 2.368 0.631 4.805 0.06
O 3.614 1.500 2.995 -0.02
C 3.510 1.853 1.598 -0.04
H -0.132 -0.609 1.032 0.03
H -0.505 -2.085 1.690 0.08
H 1.134 -1.794 0.867 0.08
H 1.258 -1.776 3.596 0.13
H 0.191 -0.449 3.458 0.09
H 4.248 2.582 1.261 0.10
H 2.491 2.187 1.402 0.08
H 3.693 1.005 0.939 0.07
N -1.668 1.515 -0.644 0.04
C -1.738 1.544 0.738 -0.11
C -2.632 0.724 1.454 -0.05
C -3.457 -0.135 0.706 -0.05
C -3.354 -0.184 -0.690 -0.05
C -2.410 0.614 -1.322 -0.14
H -1.079 2.289 1.159 0.08
H -2.576 0.690 2.532 0.08
H -4.167 -0.798 1.179 0.11
H -3.991 -0.846 -1.258 0.08
H -2.086 0.601 -2.352 0.10
N -5.065 -2.685 -3.305 0.05
C -5.138 -1.370 -3.549 -0.17
C -4.414 -0.736 -4.569 -0.07
C -3.567 -1.551 -5.288 -0.09
C -3.406 -2.916 -5.013 -0.06
C -4.233 -3.430 -4.031 -0.16
H -5.782 -0.784 -2.910 0.10
H -4.440 0.342 -4.628 0.10
H -2.962 -1.064 -6.039 0.10
H -2.787 -3.578 -5.600 0.10
H -4.189 -4.482 -3.792 0.10
```

Its HOMO-LUMO gap is 8.325 eV. For the relative energy (zero: lowest compared OMol25 entry of this formula, charge and spin), the calculation gives 74.4 kcal per mole. The value obtained for the HOMO energy is -0.29713 Ha. The total energy comes out at -1682.71917 Ha.


3.
Below is a structure of composition C26H36N4P2Pm, with properties calculated with wB97M-V/def2-TZVPD.

Geometry as XYZ:
```
69
Properties=species:S:1:pos:R:3:lowdin_charge:R:1
Pm -0.208 -0.529 0.890 1.50
C -3.279 -3.896 -2.225 -0.10
C -2.899 -2.899 -1.128 -0.55
C -3.845 -1.700 -1.137 -0.11
P -1.157 -2.315 -1.102 0.96
C -0.046 -3.770 -1.166 -0.56
C 1.395 -3.280 -1.045 -0.12
C -0.389 -4.780 -0.077 -0.10
C -0.866 -1.286 -2.554 -0.32
C -1.197 -1.771 -3.823 -0.09
C -1.237 -0.943 -4.928 -0.07
C -0.982 0.410 -4.744 -0.05
C -0.606 0.903 -3.508 -0.03
C -0.471 0.063 -2.394 -0.31
N -0.005 0.542 -1.149 -0.19
C 0.774 1.730 -1.172 -0.33
C 1.751 1.926 -2.161 -0.04
C 2.520 3.070 -2.193 -0.05
C 2.350 4.068 -1.235 -0.06
C 1.444 3.862 -0.218 -0.10
C 0.661 2.699 -0.152 -0.31
P -0.208 2.266 1.374 0.97
C -1.557 3.434 1.790 -0.55
C -1.254 4.904 1.497 -0.10
C -2.839 3.000 1.080 -0.12
C 1.093 2.280 2.697 -0.54
C 2.343 1.555 2.179 -0.12
C 1.485 3.621 3.315 -0.09
H -4.262 -4.314 -2.004 0.09
H -2.579 -4.728 -2.308 0.07
H -3.353 -3.406 -3.195 0.07
H -2.993 -3.411 -0.162 0.10
H -3.771 -1.152 -2.078 0.09
H -3.646 -0.992 -0.326 0.06
H -4.873 -2.045 -1.025 0.09
H -0.172 -4.239 -2.149 0.12
H 1.588 -2.758 -0.091 0.05
H 1.671 -2.610 -1.861 0.08
H 2.085 -4.124 -1.051 0.09
H -0.312 -4.342 0.924 0.08
H 0.313 -5.614 -0.114 0.09
H -1.392 -5.191 -0.188 0.07
H -1.431 -2.820 -3.947 0.10
H -1.490 -1.338 -5.901 0.11
H -1.063 1.096 -5.577 0.11
H -0.397 1.959 -3.418 0.12
H 1.899 1.170 -2.919 0.12
H 3.264 3.184 -2.971 0.12
H 2.939 4.974 -1.269 0.11
H 1.341 4.616 0.550 0.09
H -1.686 3.299 2.871 0.12
H -1.116 5.061 0.426 0.08
H -0.368 5.269 2.012 0.06
H -2.100 5.516 1.814 0.09
H -2.719 3.031 -0.005 0.08
H -3.649 3.681 1.341 0.09
H -3.150 1.992 1.364 0.06
H 0.651 1.670 3.495 0.10
H 2.868 2.162 1.442 0.09
H 2.169 0.576 1.693 0.03
H 3.018 1.341 3.008 0.10
H 1.986 4.269 2.596 0.07
H 2.184 3.448 4.134 0.09
H 0.627 4.153 3.725 0.07
N 0.687 -1.603 2.681 -0.12
C 1.249 -2.077 3.617 -0.35
N 1.746 -2.637 4.607 0.11
C 2.874 -2.241 5.188 -0.35
N 3.846 -1.931 5.723 0.13
```

Its HOMO-LUMO gap (spin up / spin down) is 6.577 / 6.900 eV. Its net charge is +1. The value obtained for the HOMO energy (spin up / spin down) is -0.38460 / -0.38577 Ha. The total energy comes out at -2522.22160 Ha. Its spin multiplicity is 5.


4.
Below is a structure of composition C26H36N4P2S2V, with properties calculated with wB97M-V/def2-TZVPD.

Geometry as XYZ:
```
71
Properties=species:S:1:pos:R:3:lowdin_charge:R:1
V 0.449 0.197 0.504 0.60
C 0.238 -1.488 -2.917 -0.20
P 1.170 -0.596 -1.627 0.94
C 1.442 1.042 -2.445 -0.39
N 2.350 1.184 -3.381 0.15
C 2.449 2.384 -3.991 -0.19
C 3.417 2.578 -5.007 0.00
C 3.499 3.787 -5.624 -0.03
C 2.633 4.856 -5.264 -0.03
C 1.695 4.701 -4.291 0.00
C 1.582 3.454 -3.631 -0.19
N 0.645 3.285 -2.674 0.15
C 0.570 2.116 -2.083 -0.39
P -0.750 1.766 -0.835 0.94
C -2.201 1.514 -1.912 -0.20
C -1.146 3.314 0.120 -0.71
C -1.618 4.496 -0.730 -0.07
C 0.126 3.698 0.887 -0.09
C -2.249 2.908 1.108 -0.09
C 2.784 -1.517 -1.503 -0.71
C 2.436 -2.850 -0.825 -0.09
C 3.484 -1.779 -2.838 -0.07
C 3.697 -0.690 -0.589 -0.09
H 0.767 -1.366 -3.861 0.06
H -0.768 -1.091 -3.019 0.03
H 0.174 -2.549 -2.674 0.05
H 4.068 1.754 -5.269 0.12
H 4.234 3.943 -6.404 0.12
H 2.724 5.805 -5.776 0.12
H 1.027 5.504 -4.005 0.12
H -2.245 2.342 -2.617 0.06
H -3.116 1.496 -1.319 0.05
H -2.122 0.581 -2.463 0.03
H -0.871 4.803 -1.457 0.06
H -1.822 5.338 -0.063 0.10
H -2.546 4.269 -1.260 0.08
H 0.950 3.929 0.207 0.08
H 0.436 2.911 1.581 0.05
H -0.065 4.592 1.485 0.10
H -3.212 2.780 0.611 0.08
H -2.371 3.696 1.854 0.10
H -2.007 1.984 1.644 0.06
H 1.920 -3.529 -1.505 0.08
H 1.817 -2.713 0.068 0.06
H 3.358 -3.344 -0.510 0.10
H 2.876 -2.401 -3.499 0.08
H 4.410 -2.325 -2.638 0.10
H 3.730 -0.859 -3.360 0.06
H 3.270 -0.568 0.411 0.05
H 3.908 0.294 -1.017 0.08
H 4.653 -1.204 -0.466 0.10
C 3.346 2.031 2.057 -0.05
C 2.518 1.087 2.860 -0.61
N 1.492 0.408 2.395 -0.03
C 0.909 -0.396 3.374 -0.31
C 1.506 -0.315 4.581 -0.29
S 2.818 0.777 4.508 1.18
C -0.244 -1.194 2.955 -0.30
C -1.000 -2.051 3.671 -0.28
S -2.225 -2.715 2.679 1.20
C -1.692 -1.830 1.343 -0.60
N -0.642 -1.068 1.622 -0.07
C -2.345 -1.911 0.003 -0.04
H 2.983 2.078 1.032 0.07
H 4.389 1.714 2.042 0.10
H 3.312 3.034 2.484 0.10
H 1.253 -0.830 5.497 0.10
H -0.902 -2.323 4.712 0.10
H -3.186 -2.600 0.013 0.09
H -1.626 -2.253 -0.742 0.08
H -2.708 -0.926 -0.295 0.08
```

Its HOMO-LUMO gap (spin up / spin down) is 7.582 / 7.203 eV. Its net charge is +2. The value obtained for the HOMO energy (spin up / spin down) is -0.50906 / -0.49166 Ha. The total energy comes out at -3653.98963 Ha. Its spin multiplicity is 2.